Entry 1:
Below is C10H20GdN2OP as an isolated structure, with properties calculated with ωB97M-V with the def2-TZVPD basis set.

Output
* E_HOMO (alpha / beta): -0.122 / -0.148 Eh
* 2S+1: 8
* largest force on an atom: 0.0774 hartree/bohr
* energy relative to the best compared isomer or geometry (same formula, charge and spin): 0.0 kJ/mol

Structure (XYZ):
```
35
C10H20GdN2OP ωB97M-V with the def2-TZVPD basis set
C -0.174 -3.028 -2.918
C 1.231 -2.781 -2.758
C 1.598 -3.209 -1.429
C 0.421 -3.749 -0.793
C -0.671 -3.634 -1.713
Gd 0.092 -1.193 -1.093
P -2.143 0.171 -2.029
H -0.742 -2.896 -3.828
H 1.879 -2.315 -3.486
H 2.565 -3.081 -0.966
H -1.668 -4.027 -1.574
H 0.363 -4.160 0.208
H -3.452 -0.279 -1.747
H -2.141 0.602 -3.380
H -2.119 1.417 -1.324
C 1.356 1.361 -0.899
N 0.872 1.809 0.418
C 1.171 3.202 0.772
C 0.263 0.909 1.219
O 0.193 -0.332 0.835
N -0.388 1.163 2.364
C -0.378 2.329 3.239
C -1.173 0.048 2.843
H 1.948 2.174 -1.318
H 0.536 1.195 -1.644
H 2.033 0.484 -0.823
H 0.260 3.793 0.958
H 1.811 3.245 1.669
H 1.708 3.635 -0.078
H -1.408 2.714 3.349
H -0.008 2.016 4.232
H 0.276 3.099 2.813
H -1.989 -0.189 2.145
H -0.557 -0.854 2.925
H -1.567 0.362 3.811
```

---

Entry 2:
Below is the molecule C10H20N2O4, with properties calculated with ωB97M-V with the def2-TZVPD basis set.

Output
* E_HOMO: -0.344 Eh
* 2S+1: 1
* SMILES: CC[C@H](C)[C@H](NC(=O)[C@@H](N)[C@@H](C)O)C(=O)O
* largest force on an atom: 0.0696 hartree/bohr
* energy relative to the best compared isomer or geometry (same formula, charge and spin): 147.2 kJ/mol

Structure (XYZ):
```
36
C10H20N2O4 ωB97M-V with the def2-TZVPD basis set
C -2.383 0.494 0.387
C -0.971 0.711 -0.076
C -3.227 -0.240 -0.629
C -2.791 -1.729 -0.700
C 1.271 1.123 0.806
C 1.349 2.178 -0.309
C 2.220 -0.077 0.580
C 2.052 -1.099 1.735
C 2.036 -0.804 -0.762
C 3.154 -1.811 -1.112
H -2.746 2.346 -0.098
H -2.652 2.204 1.508
H -2.449 -0.048 1.330
H -2.912 0.275 -1.570
H -4.776 0.583 0.007
H -2.839 -2.104 0.329
H -1.684 -1.760 -1.010
H -3.468 -2.318 -1.389
H -0.454 0.665 1.899
H 1.587 1.621 1.723
H 3.208 0.331 0.653
H 2.837 -1.892 1.652
H 1.086 -1.606 1.625
H 2.117 -0.639 2.729
H 1.029 -1.351 -0.722
H 1.998 -0.030 -1.525
H 4.150 -1.263 -0.998
H 3.153 -2.694 -0.453
H 2.979 -2.096 -2.204
H 2.508 2.856 -1.640
N -3.028 1.760 0.683
N -0.104 0.690 0.959
O -0.737 0.886 -1.300
O -4.561 -0.249 -0.407
O 0.619 3.091 -0.526
O 2.429 1.996 -1.174
```

---

Entry 3:
Below is the molecule C10H20N4O4, with properties calculated with ωB97M-V with the def2-TZVPD basis set.

Output
* E_HOMO: -0.324 Eh
* 2S+1: 1
* SMILES: NCCCC[C@H](NC(=O)[C@@H](N)CC(N)=O)C(=O)O
* largest force on an atom: 0.0827 hartree/bohr
* energy relative to the best compared isomer or geometry (same formula, charge and spin): 214.9 kJ/mol

Structure (XYZ):
```
38
C10H20N4O4 ωB97M-V with the def2-TZVPD basis set
C -1.160 -0.084 1.190
C -1.608 0.235 -0.296
C -2.289 -1.100 1.706
C -2.410 -2.376 0.993
C 0.067 2.165 -0.677
C -0.500 3.393 -1.387
C 1.489 1.799 -1.160
C 2.243 0.572 -0.697
C 1.872 -0.712 -1.427
C 2.241 -1.934 -0.516
H -0.891 0.674 3.143
H -1.435 1.712 1.948
H -0.317 -0.719 0.947
H -2.265 -1.372 2.772
H -3.309 -0.781 1.540
H -0.337 -2.520 0.828
H -1.282 -3.954 0.559
H -1.250 1.159 -1.975
H 0.136 2.121 0.356
H 2.206 2.527 -0.792
H 1.567 1.957 -2.229
H 3.318 0.597 -0.815
H 2.029 0.481 0.440
H 2.097 -0.942 -2.469
H 0.793 -0.695 -1.479
H 2.076 -2.862 -1.048
H 3.320 -1.976 -0.301
H 1.777 -2.979 1.196
H 1.933 -1.320 1.440
H -1.190 5.193 -1.132
N -0.862 0.905 2.148
N -1.257 -2.897 0.561
N -0.925 1.160 -1.057
N 1.559 -2.057 0.837
O -2.577 -0.310 -0.800
O -3.502 -2.932 0.755
O -0.553 3.422 -2.551
O -0.804 4.449 -0.550
```

---

Entry 4:
Below is a 3-piece molecular cluster, C10H20N6O3PS overall, with properties calculated with ωB97M-V with the def2-TZVPD basis set.

Output
* total charge: +1
* E_HOMO: -0.394 Eh
* 2S+1: 1
* largest force on an atom: 0.0465 hartree/bohr

Structure (XYZ):
```
41
C10H20N6O3PS ωB97M-V with the def2-TZVPD basis set
N -1.477 -2.002 -0.035
N -1.041 -0.746 -0.546
S -0.743 0.430 0.703
C -1.865 -0.316 -1.526
N -3.217 -0.410 -1.495
N -1.242 0.183 -2.606
C -1.048 1.680 -2.600
P 0.333 2.193 -3.715
O -0.200 2.289 -5.034
O 0.877 3.530 -3.113
O 1.543 1.167 -3.625
H -1.275 -2.037 0.957
H -0.902 -2.706 -0.486
H -1.425 1.549 0.381
H -3.642 -1.270 -1.800
H -3.840 0.318 -1.187
H -0.326 -0.260 -2.599
H -1.916 2.140 -3.046
H -0.899 2.092 -1.612
H 1.699 3.353 -2.617
H 1.256 0.306 -3.967
N 2.160 2.991 1.071
C 1.737 3.988 0.230
C 2.846 4.560 -0.332
C 3.982 3.881 0.189
C 3.527 2.918 1.048
H 1.563 2.405 1.621
H 0.689 4.205 0.106
H 2.846 5.377 -1.034
H 5.015 4.078 -0.042
H 4.054 2.191 1.641
N -1.105 -4.244 2.537
C -1.620 -3.910 3.766
C -1.156 -4.822 4.670
C -0.327 -5.739 3.966
C -0.312 -5.358 2.655
H -1.281 -3.749 1.686
H -2.269 -3.060 3.886
H -1.384 -4.834 5.722
H 0.197 -6.583 4.380
H 0.189 -5.778 1.800
```

---

Entry 5:
Below is the molecule C10H21BO3, with properties calculated with ωB97M-V with the def2-TZVPD basis set.

Output
* E_HOMO: -0.363 Eh
* 2S+1: 1
* SMILES: CC(C)[C@H]1CC[C@H](C)C[C@H]1OB(O)O
* largest force on an atom: 0.0921 hartree/bohr
* energy relative to the best compared isomer or geometry (same formula, charge and spin): 36.8 kJ/mol

Structure (XYZ):
```
35
C10H21BO3 ωB97M-V with the def2-TZVPD basis set
O 2.583 -0.524 1.941
O 0.677 -1.003 3.540
O 0.255 -0.474 1.338
B 1.262 -0.738 2.304
C 1.168 3.643 -0.105
C -2.404 -2.142 -0.996
C -0.101 -3.101 -0.525
C -0.849 2.042 -0.867
C 1.512 1.025 -0.147
C -1.461 0.592 -0.876
C 0.794 -0.308 0.021
C 0.488 2.217 0.072
C -1.039 -1.912 -0.428
C -0.331 -0.555 -0.956
H 3.171 -0.732 2.725
H -0.205 -0.677 3.341
H 0.549 4.465 -0.572
H 2.083 3.737 -0.674
H 1.556 4.074 0.847
H -2.878 -3.091 -0.591
H -2.978 -1.307 -0.547
H -2.647 -2.131 -2.069
H 0.724 -3.091 0.164
H 0.280 -3.123 -1.562
H -0.736 -3.991 -0.363
H -0.458 2.273 -1.849
H -1.631 2.840 -0.600
H 1.937 1.116 -1.164
H 2.282 1.267 0.584
H -2.055 0.611 0.004
H -2.103 0.502 -1.693
H 1.552 -1.102 -0.080
H 0.149 2.060 1.084
H -1.195 -1.806 0.622
H 0.050 -0.656 -1.924
```

---

Entry 6:
Below is C10H21ClI2N4OPRu as an isolated structure, with properties calculated with ωB97M-V with the def2-TZVPD basis set.

Output
* total charge: +2
* E_HOMO (alpha / beta): -0.526 / -0.525 Eh
* 2S+1: 6
* largest force on an atom: 0.0685 hartree/bohr
* energy relative to the best compared isomer or geometry (same formula, charge and spin): 57.2 kJ/mol

Structure (XYZ):
```
41
C10H21ClI2N4OPRu ωB97M-V with the def2-TZVPD basis set
I -1.068 -5.182 -1.441
I -0.265 -3.304 -4.129
Ru 0.963 -0.295 0.000
P 3.082 -0.946 0.191
C 3.553 -2.515 -0.572
C 4.214 0.284 -0.531
H 3.451 -0.171 2.456
H 4.705 -1.354 1.922
H 3.060 -1.920 2.390
C 3.629 -1.111 1.923
H 4.035 1.259 -0.066
H 5.249 -0.052 -0.342
H 4.628 -2.690 -0.415
H 3.342 -2.482 -1.643
H 4.022 0.333 -1.607
H 2.984 -3.330 -0.117
C 0.653 -1.806 -0.899
O 0.529 -2.831 -1.453
Cl 1.701 1.470 1.375
C -1.529 0.596 1.459
N -1.019 0.559 0.058
C -0.983 1.973 -0.444
N -2.292 2.632 -0.361
C -2.762 2.617 1.056
N -2.843 1.218 1.570
C -3.783 0.458 0.715
N -3.348 0.442 -0.707
C -2.026 -0.186 -0.788
C -3.252 1.849 -1.176
H -0.782 1.135 2.071
H -1.601 -0.453 1.813
H -0.675 1.968 -1.506
H -0.233 2.510 0.156
H -3.770 3.049 1.093
H -2.052 3.180 1.674
H -3.841 -0.588 1.066
H -4.766 0.936 0.764
H -1.676 -0.167 -1.837
H -2.082 -1.212 -0.398
H -4.241 2.296 -1.100
H -2.911 1.832 -2.222
```

---

Entry 7:
Below is a 2-piece molecular cluster, C10H21ClN2O5P overall, with properties calculated with ωB97M-V with the def2-TZVPD basis set.

Output
* total charge: -1
* E_HOMO: -0.165 Eh
* 2S+1: 1
* largest force on an atom: 0.0323 hartree/bohr
* energy relative to the best compared isomer or geometry (same formula, charge and spin): 25.2 kJ/mol

Structure (XYZ):
```
40
C10H21ClN2O5P ωB97M-V with the def2-TZVPD basis set
C 1.679 -0.981 -1.251
N 1.138 0.262 -0.680
C -0.108 0.715 -1.368
C -0.875 1.643 -0.445
C -2.005 2.496 -1.036
O -2.174 3.634 -0.150
C -1.737 3.091 -2.396
N -2.205 2.170 -3.448
C -0.996 -0.543 -1.666
O -1.340 -1.266 -0.697
O -1.262 -0.698 -2.859
P 2.398 1.387 -0.657
O 2.058 2.438 -1.884
Cl 1.956 2.686 0.977
H 1.262 -1.842 -0.759
H 2.747 -1.022 -1.051
H 1.576 -1.050 -2.329
H 0.124 1.131 -2.340
H -1.321 0.991 0.301
H -0.232 2.331 0.094
H -2.959 1.990 -1.054
H -2.082 3.318 0.750
H -0.701 3.399 -2.512
H -2.337 3.989 -2.490
H -1.438 1.766 -3.965
H -2.753 2.691 -4.117
H 1.788 3.299 -1.551
C -0.052 -3.600 3.184
C 1.259 -3.220 3.868
C 2.024 -2.570 2.720
O 1.050 -1.973 1.871
C -0.255 -2.428 2.231
H -0.886 -3.736 3.872
H 0.078 -4.526 2.619
H 1.071 -2.487 4.657
H 1.790 -4.064 4.309
H 2.579 -3.319 2.140
H 2.726 -1.805 3.057
H -0.782 -1.604 2.724
H -0.805 -2.692 1.329
```

---

Entry 8:
Below is an isolated ion of composition C10H21FN3S and charge +1, with properties calculated with ωB97M-V with the def2-TZVPD basis set.

Output
* total charge: +1
* E_HOMO: -0.440 Eh
* 2S+1: 1
* largest force on an atom: 0.0060 hartree/bohr

Structure (XYZ):
```
36
C10H21FN3S ωB97M-V with the def2-TZVPD basis set
C -1.240 0.508 2.708
C -0.665 -0.911 2.742
C 0.184 -1.330 1.547
N 1.432 -0.552 1.385
C 1.566 0.342 0.254
C 1.291 -0.255 -1.157
C 0.114 0.313 -1.966
C -1.291 -0.075 -1.508
C -1.642 -1.566 -1.723
N -2.773 -1.719 -2.645
C 0.872 1.693 0.518
N 1.692 2.707 -0.164
C 2.952 2.406 -0.208
F 3.800 3.291 -0.627
S 3.414 0.868 0.311
H -1.450 0.840 1.687
H -2.189 0.551 3.243
H -0.576 1.229 3.187
H -1.485 -1.632 2.809
H -0.066 -1.047 3.646
H 0.486 -2.368 1.710
H -0.411 -1.326 0.629
H 2.207 -1.200 1.380
H 1.160 -1.332 -1.021
H 2.190 -0.133 -1.766
H 0.244 -0.038 -2.995
H 0.197 1.403 -2.033
H -2.019 0.498 -2.086
H -1.446 0.205 -0.459
H -0.762 -2.091 -2.115
H -1.886 -2.038 -0.770
H -3.502 -2.294 -2.244
H -2.493 -2.172 -3.504
H -0.142 1.741 0.130
H 0.890 1.883 1.592
H 1.349 3.604 -0.484
```

---

Entry 9:
Below is C10H21INO2P2RhSe as an isolated structure, with properties calculated with ωB97M-V with the def2-TZVPD basis set.

Output
* total charge: +2
* E_HOMO (alpha / beta): -0.475 / -0.574 Eh
* 2S+1: 5
* largest force on an atom: 0.1136 hartree/bohr

Structure (XYZ):
```
39
C10H21INO2P2RhSe ωB97M-V with the def2-TZVPD basis set
C -0.001 -0.133 -5.582
C 0.005 0.558 -4.270
H 0.003 0.629 -6.384
H -0.908 -0.746 -5.695
H 0.897 -0.760 -5.695
O 0.016 1.749 -4.041
I -0.007 -0.682 -2.211
Rh 0.000 -0.026 0.508
P 2.270 -0.072 0.768
C 3.130 1.181 1.753
C 2.755 -1.665 1.504
H 3.849 -1.793 1.439
H 4.076 -0.220 -0.766
H 2.261 -2.468 0.944
H 2.515 -0.747 -1.468
H 2.804 1.059 2.798
H 2.431 -1.714 2.557
C 3.012 0.004 -0.845
H 4.228 1.069 1.689
H 2.843 0.987 -1.285
H 2.853 2.184 1.399
P -2.270 -0.030 0.771
C -3.106 1.241 1.755
C -3.013 0.057 -0.842
H -2.307 -2.426 0.951
H -3.881 -1.719 1.448
H -2.460 -1.667 2.564
C -2.785 -1.612 1.511
H -2.529 -0.703 -1.463
H -4.080 -0.148 -0.761
H -4.206 1.149 1.691
H -2.810 2.238 1.399
H -2.826 1.036 -1.283
H -2.782 1.113 2.800
C 0.016 1.877 0.435
O 0.028 3.023 0.242
Se -0.013 -1.107 5.393
C -0.005 -0.516 3.713
N 0.000 -0.199 2.560
```

---

Entry 10:
Below is C10H21IrN3O5Se as an isolated structure, with properties calculated with ωB97M-V with the def2-TZVPD basis set.

Output
* total charge: -1
* E_HOMO (alpha / beta): -0.152 / -0.152 Eh
* 2S+1: 1
* largest force on an atom: 0.0564 hartree/bohr

Structure (XYZ):
```
41
C10H21IrN3O5Se ωB97M-V with the def2-TZVPD basis set
Ir -0.167 -0.317 0.005
O 1.946 -0.136 -1.723
C 3.042 -0.575 -0.931
C 2.946 -0.064 0.499
N 1.798 -0.517 1.312
C 1.857 -1.939 1.634
C 1.507 -2.826 0.429
O 2.030 -3.927 0.339
O 0.651 -2.329 -0.402
C 1.829 0.261 2.578
C 0.463 0.347 3.316
O 0.466 0.156 4.539
O -0.505 0.634 2.561
H 1.349 -0.893 -1.841
H 3.951 -0.141 -1.356
H 3.155 -1.659 -0.992
H 2.857 1.021 0.438
H 3.879 -0.299 1.029
H 1.124 -2.123 2.424
H 2.839 -2.228 2.025
H 2.099 1.289 2.334
H 2.596 -0.150 3.240
C -3.783 0.141 2.395
C -3.798 -1.320 1.931
C -3.462 -2.259 3.092
C -5.174 -1.666 1.364
N -2.864 -1.571 0.821
N -1.485 -1.340 1.196
H -4.495 0.279 3.212
H -4.071 0.797 1.569
H -2.799 0.464 2.744
H -4.244 -2.212 3.852
H -2.525 -1.979 3.578
H -3.384 -3.288 2.735
H -5.944 -1.510 2.121
H -5.202 -2.705 1.034
H -5.402 -1.027 0.507
H -3.053 -0.924 0.062
H -1.096 -2.269 1.337
H -1.434 -0.781 2.063
Se -1.552 0.526 -1.613
```

---

Entry 11:
Below is a 2-piece molecular cluster, C10H21N2O4 overall, with properties calculated with ωB97M-V with the def2-TZVPD basis set.

Output
* total charge: -1
* E_HOMO: -0.081 Eh
* 2S+1: 1
* largest force on an atom: 0.0241 hartree/bohr
* energy relative to the best compared isomer or geometry (same formula, charge and spin): 21.9 kJ/mol

Structure (XYZ):
```
37
C10H21N2O4 ωB97M-V with the def2-TZVPD basis set
C 2.625 -1.396 -0.699
C 2.585 -0.206 -1.640
O 2.131 0.862 -0.835
C 1.499 1.940 -1.516
C -0.019 1.787 -1.559
N -0.586 1.717 -0.245
C -1.796 1.054 -0.156
O -2.730 1.161 -1.356
C -2.939 0.088 -2.107
C -4.249 0.189 -2.867
O -2.192 -0.879 -2.224
H 1.627 -1.534 -0.277
H 3.314 -1.179 0.124
H 2.915 -2.338 -1.179
H 3.590 0.015 -2.035
H 1.895 -0.401 -2.472
H 1.882 1.980 -2.550
H 1.773 2.854 -0.979
H -0.370 2.682 -2.119
H -0.213 0.890 -2.182
H -1.746 -0.045 0.028
H -2.422 1.486 0.643
H -4.328 1.162 -3.353
H -4.266 -0.596 -3.631
H -5.090 0.047 -2.185
C 0.772 -1.902 4.301
C 1.471 -1.604 2.990
O 2.477 -2.212 2.647
N 0.944 -0.631 2.210
C -0.225 0.190 2.456
H 1.318 -2.696 4.799
H 0.756 -1.021 4.944
H -0.256 -2.226 4.130
H 1.445 -0.462 1.346
H -0.962 0.049 1.666
H 0.047 1.245 2.469
H -0.676 -0.072 3.410
```

---

Entry 12:
Below is a 2-piece molecular cluster, C10H21NO2Si overall, with properties calculated with ωB97M-V with the def2-TZVPD basis set.

Output
* E_HOMO: -0.333 Eh
* 2S+1: 1
* SMILES: C[Si](C)(C)C1=CCCCC1.C=[N+]([O-])O
* largest force on an atom: 0.1290 hartree/bohr

Structure (XYZ):
```
35
C10H21NO2Si ωB97M-V with the def2-TZVPD basis set
C -0.768 3.192 -0.423
C -1.300 2.062 -1.291
C -0.490 2.744 0.994
C -0.505 0.700 -1.053
C 0.503 1.499 0.970
C 0.306 0.529 -0.105
C 1.870 -1.902 1.447
C 3.118 -0.117 -0.678
C 1.129 -2.296 -1.487
C -2.004 -1.242 0.988
N -3.034 -1.751 0.373
O -3.433 -2.994 0.875
O -3.644 -1.219 -0.548
Si 1.473 -1.003 -0.120
H 0.130 3.666 -0.810
H -1.592 3.917 -0.451
H -2.338 1.925 -1.086
H -1.165 2.491 -2.343
H -0.044 3.526 1.645
H -1.441 2.494 1.404
H -3.878 -3.440 0.142
H -0.477 0.014 -1.897
H 1.563 1.810 0.888
H 0.421 0.942 1.917
H 1.555 -1.187 2.225
H 1.295 -2.766 1.712
H 2.918 -2.086 1.625
H 2.938 0.071 -1.715
H 3.267 0.791 -0.184
H 3.971 -0.755 -0.497
H 0.770 -1.822 -2.489
H 2.149 -2.598 -1.555
H 0.514 -3.316 -1.419
H -1.982 -1.740 2.034
H -1.793 -0.140 0.911
```

---

> Which formula does entry 3 have?

C10H20N4O4

---

> largest force on an atom of number 1 (C10H20GdN2OP)?

0.0774 hartree/bohr

---

> Which of these has the lowest largest force on an atom?

C10H21FN3S